Arrangement one

The following is a quantum chemistry calculation of a single C10H19N3O4 molecule, from the OMol25 dataset.

## Properties
SMILES = CC(C)C[C@H](NC(=O)[C@@H](N)CC(N)=O)C(=O)O
HOMO level = -0.34294 Eh

```
36
C10H19N3O4 wB97M-V/def2-TZVPD
O -0.832 0.096 -2.373
O 3.392 -3.179 -3.132
O 1.001 0.114 -1.024
O -1.373 1.994 -1.663
N 0.705 -3.541 0.321
N -0.645 -1.023 0.181
N 3.377 -1.104 -2.055
C 0.634 -0.994 -0.382
C 1.498 -2.661 -1.807
C -2.872 2.700 1.321
C 2.790 -2.302 -2.525
C -0.763 2.648 3.085
C -1.263 0.302 0.078
C -1.179 0.684 -1.417
C -0.527 1.434 0.878
C -1.569 1.965 1.827
C 1.485 -2.371 -0.381
H 0.174 0.786 1.383
H -3.116 2.343 0.335
H -1.117 2.399 -2.527
H 2.483 -0.475 -1.788
H -1.264 -1.758 0.699
H -3.666 2.571 2.213
H -0.026 2.218 0.175
H 0.066 3.320 2.701
H 1.598 -3.852 -1.842
H -1.676 3.287 3.472
H -2.596 3.887 1.212
H 0.650 -2.226 -2.364
H 1.531 -4.468 0.302
H 2.463 -2.059 0.081
H 1.059 -3.487 1.369
H -2.292 0.273 0.517
H -1.785 1.096 2.320
H -0.210 1.883 3.680
H 3.866 -0.501 -2.870
```



Arrangement two

The following is a quantum chemistry calculation of a molecular structure, C10H19N3O4, from the OMol25 dataset.

## Properties
HOMO level = -0.33757 Eh

```
36
C10H19N3O4 wB97M-V/def2-TZVPD
O -2.785 1.586 1.648
O -1.089 -0.005 -1.943
O 0.927 -2.570 1.777
O -0.446 -0.947 2.520
N -0.245 0.780 0.315
N -2.510 2.319 -2.070
N -4.889 0.746 1.730
C 0.287 -1.483 1.622
C 4.324 -0.126 0.220
C 2.001 -0.138 0.263
C -3.800 1.085 1.035
C -3.601 0.842 -0.444
C 3.143 -1.734 -1.308
C -2.318 1.740 -0.780
C 0.511 -0.610 0.293
C 3.218 -1.116 0.200
C -1.156 0.803 -0.837
H -4.549 1.229 -1.108
H -1.712 1.697 -2.724
H -4.286 0.058 2.810
H 3.018 -0.792 -1.971
H 5.235 -0.716 -0.115
H -5.341 -0.658 1.311
H -2.120 2.402 -0.014
H 2.130 0.421 -0.758
H -2.148 3.579 -2.189
H 1.230 -2.865 0.969
H 4.676 0.387 1.334
H 3.377 -1.696 1.115
H -0.994 0.731 1.117
H 2.113 0.670 1.068
H -3.270 -0.259 -0.783
H 0.148 -1.178 -0.628
H 2.485 -2.582 -1.529
H 4.352 0.631 -0.604
H 4.085 -2.228 -1.543
```



The data favor arrangement one; the next most stable structure lies 444.1 kJ/mol above it.



Arrangement one

The following is a quantum chemistry calculation of a single C3H7N3S molecule, from the OMol25 dataset.

## Properties
SMILES = C=C/C(=N/N)NS
HOMO level = -0.30774 Eh

```
14
C3H7N3S wB97M-V/def2-TZVPD
S -2.749 -0.022 0.046
N 0.949 -2.059 0.099
N -1.271 -0.705 -0.412
N 1.044 -0.660 0.032
C -0.012 1.388 -0.300
C 1.027 2.100 0.097
C -0.027 -0.071 -0.270
H 1.947 1.576 0.482
H -0.883 1.934 -0.615
H 0.986 -2.471 -0.833
H 1.052 3.183 0.064
H -1.205 -1.711 -0.392
H 1.786 -2.378 0.595
H -2.643 -0.105 1.407
```



Arrangement two

The following is a quantum chemistry calculation of a single C3H7N3S molecule, from the OMol25 dataset.

## Properties
HOMO level = -0.28694 Eh

```
14
C3H7N3S wB97M-V/def2-TZVPD
S 0.715 1.641 -3.041
N 0.170 -0.630 0.305
N 0.700 -0.601 -0.939
N 0.485 0.505 -1.555
C -0.648 0.542 0.637
C 0.679 -1.608 1.190
C -0.604 1.213 -0.766
H -0.172 -2.260 1.405
H 1.391 -2.182 0.544
H 1.089 -1.212 2.073
H -1.690 0.231 0.749
H -0.354 2.240 -0.864
H -1.502 0.904 -1.289
H -0.258 1.217 1.551
```



Arrangement three

The following is a quantum chemistry calculation of a single C3H7N3S molecule, from the OMol25 dataset.

## Properties
HOMO level = -0.32338 Eh

```
14
C3H7N3S wB97M-V/def2-TZVPD
S -0.362 -0.132 -0.730
N 0.612 0.881 0.197
N -0.818 -1.285 0.321
N 0.096 -3.560 0.115
C -1.871 0.850 -0.622
C 2.041 0.503 0.327
C -0.175 -2.434 0.169
H 2.220 -0.516 0.941
H 2.308 1.447 0.762
H -2.179 0.496 0.382
H 0.073 1.024 1.033
H -1.654 1.918 -0.752
H -2.541 0.457 -1.392
H 2.250 0.351 -0.751
```



The data favor arrangement one; the next most stable structure lies 67.3 kJ/mol above it.



Arrangement one

The following is a quantum chemistry calculation of a single C3H7N3S molecule, from the OMol25 dataset.

## Properties
SMILES = C=N/N=C\CSN
HOMO level = -0.31939 Eh

```
14
C3H7N3S wB97M-V/def2-TZVPD
S 1.496 -0.880 0.345
N 2.616 -0.480 -0.844
N -1.315 0.470 -0.700
N -1.655 -0.737 -0.472
C 0.625 0.705 0.779
C -0.323 1.140 -0.288
C -2.525 -1.223 0.300
H 3.351 0.149 -0.544
H -0.155 2.088 -0.781
H 1.377 1.462 0.995
H -2.755 -2.269 0.190
H -3.055 -0.650 1.058
H 2.216 -0.210 -1.734
H 0.103 0.435 1.696
```



Arrangement two

The following is a quantum chemistry calculation of a single C3H7N3S molecule, from the OMol25 dataset.

## Properties
SMILES = [H]/N=C\N(C=S)NC
HOMO level = -0.33455 Eh

```
14
C3H7N3S wB97M-V/def2-TZVPD
S -2.472 -1.155 -0.067
N -0.274 0.890 -0.720
N 0.086 -0.376 -0.324
N 2.127 -1.570 0.193
C -0.489 1.769 0.417
C -0.856 -1.343 -0.084
C 1.458 -0.667 -0.367
H 1.531 -2.162 0.800
H -0.373 -2.322 0.157
H 0.501 1.945 0.958
H -1.225 1.407 1.148
H -1.163 0.753 -1.223
H -0.866 2.745 0.027
H 2.014 0.084 -0.916
```



The data favor arrangement two; the next most stable structure lies 84.7 kJ/mol above it.



Arrangement one

The following is a quantum chemistry calculation of a single C3H7N3S molecule, from the OMol25 dataset.

## Properties
HOMO level (alpha / beta) = -0.27965 / -0.28679 Eh

```
14
C3H7N3S wB97M-V/def2-TZVPD
S 2.750 -0.287 -0.579
N 3.568 0.684 0.324
N -1.855 -0.469 -0.620
N -1.608 0.820 -0.970
C -1.051 -0.950 0.438
C 0.259 -1.099 -0.221
C 1.211 -0.220 0.105
H 4.462 1.005 -0.064
H -1.954 1.092 -1.819
H 1.285 0.504 0.996
H -1.490 -1.888 0.705
H -1.039 -0.112 1.240
H 0.145 -1.744 -1.086
H -0.699 1.218 -0.783
```



Arrangement two

The following is a quantum chemistry calculation of a single C3H7N3S molecule, from the OMol25 dataset.

## Properties
SMILES = [H]/N=C(/C)N(N)C=S
HOMO level = -0.32300 Eh

```
14
C3H7N3S wB97M-V/def2-TZVPD
S -2.828 0.138 0.139
N 0.516 -1.899 0.104
N 1.849 0.680 0.095
N -0.176 -0.654 -0.032
C 0.589 0.531 0.079
C -0.144 1.809 -0.054
C -1.529 -0.860 -0.182
H -1.607 -1.960 -0.391
H 1.114 -1.837 0.950
H 0.496 2.643 -0.401
H 2.356 -0.226 0.158
H 1.133 -2.099 -0.644
H -0.655 1.989 0.914
H -1.115 1.743 -0.736
```



Arrangement three

The following is a quantum chemistry calculation of a single C3H7N3S molecule, from the OMol25 dataset.

## Properties
SMILES = C[C@H]1N=NN(C)S1
HOMO level = -0.28451 Eh

```
14
C3H7N3S wB97M-V/def2-TZVPD
S -0.509 0.427 -1.277
N -1.702 -0.529 -0.486
N 0.287 -1.753 -0.043
N -0.791 -1.658 0.448
C 0.805 -0.905 -0.992
C -2.830 0.045 0.229
C 2.118 -0.177 -0.647
H 1.854 0.158 0.286
H 2.864 -0.955 -0.907
H 2.129 0.587 -1.434
H -3.143 -0.757 0.986
H 1.020 -1.457 -1.847
H -3.674 0.441 -0.437
H -2.439 0.806 0.840
```



The data favor arrangement two; the next most stable structure lies 178.0 kJ/mol above it.